{"formula": "C3H11N3O", "method": "wB97M-V/def2-TZVPD", "elements": ["H", "H", "H", "O", "H", "H", "N", "H", "H", "C", "H", "H", "N", "C", "C", "H", "N", "H"], "coordinates": [[-0.099, -2.688, -0.562], [0.192, 0.342, -1.319], [-0.430, 0.595, 1.986], [1.864, -1.016, 0.030], [0.499, 1.917, 1.892], [-1.448, 2.345, 0.458], [-1.411, 1.634, -2.096], [-0.838, 1.984, -2.854], [-0.644, -1.314, 0.082], [-0.669, 1.623, 0.236], [1.792, -0.135, 0.441], [-1.996, 0.902, -2.500], [0.143, 1.136, 1.339], [1.117, -1.898, 0.840], [-0.571, 1.060, -1.046], [0.998, -1.465, 1.835], [-0.193, -2.200, 0.322], [1.693, -2.823, 0.915]], "forces_ev_per_angstrom": [[0.071, -0.066, -0.035], [0.023, -0.044, 0.207], [-0.347, -0.163, 0.324], [0.430, 0.228, 0.021], [-0.105, 0.113, -0.042], [0.110, 0.083, -0.410], [-0.065, -0.710, 0.288], [0.101, -0.003, 0.059], [-0.046, -0.195, 0.289], [0.842, -2.191, -2.308], [-0.282, -0.023, -0.140], [0.129, 0.204, 0.076], [0.123, 0.204, -1.069], [0.096, -0.033, 0.079], [-0.747, 2.615, 2.826], [0.003, -0.070, 0.045], [-0.230, 0.115, -0.280], [-0.105, -0.064, 0.067]], "lowdin_spin": [0.003, 0.003, 0.130, 0.035, 0.147, 0.062, 0.011, 0.005, 0.012, 0.264, 0.020, 0.003, 0.117, 0.076, 0.051, 0.033, 0.023, 0.004], "charge": -1, "gap_ev": [3.00, 9.23], "e_lumo_ev": [4.16, 3.70], "e_above_lowest_ev": 1.569, "spin_multiplicity": 2, "fmax_ev_per_a": 3.92}